# 1
{"formula": "C4H5NO2", "method": "ωB97M-V/def2-TZVPD", "elements": ["C", "O", "N", "H", "H", "H", "C", "C", "H", "O", "C", "H"], "positions_angstrom": [[1.14, 0.48, -0.50], [-0.84, -0.11, -1.67], [-0.09, -0.02, 1.68], [-0.71, 1.86, -0.76], [1.71, 1.17, 0.11], [-1.04, -0.18, 2.01], [-0.25, 0.88, -0.81], [-0.79, -1.04, -0.65], [0.51, -0.70, 2.14], [-1.33, -2.10, -0.60], [-0.01, -0.14, 0.28], [1.71, -0.10, -1.22]], "mulliken_charge": [-0.657, -0.358, -0.589, 0.356, 0.272, 0.273, -0.091, 0.495, 0.257, -0.554, 0.351, 0.245], "fmax_ev_per_a": 0.67, "relative_energy_ev": 1.846, "charge": 0, "homo_ev": -9.753}

***

# 2
{"formula": "C4H5NO2", "method": "ωB97M-V/def2-TZVPD", "elements": ["O", "C", "H", "H", "O", "C", "C", "H", "C", "H", "H", "N"], "positions_angstrom": [[0.05, 2.09, 0.09], [0.54, 0.87, 0.30], [0.81, 2.69, -0.01], [2.00, -1.12, -0.92], [0.76, -1.36, 0.61], [-0.21, -0.27, 0.40], [1.63, -0.61, -0.05], [-2.07, -1.21, 0.90], [-1.60, -0.66, 0.08], [-2.17, 0.26, -0.09], [-1.67, -1.28, -0.82], [1.92, 0.63, 0.25]], "mulliken_charge": [-0.483, 0.525, 0.368, 0.385, -0.344, 0.202, 0.174, 0.283, -1.025, 0.291, 0.255, -0.631], "fmax_ev_per_a": 3.87, "relative_energy_ev": 4.024, "charge": 0, "homo_ev": -7.638}

***

# 3
{"formula": "C4H5NO2", "method": "ωB97M-V/def2-TZVPD", "elements": ["C", "N", "H", "H", "O", "C", "H", "C", "C", "H", "H", "O"], "positions_angstrom": [[0.68, -1.51, 1.49], [-0.18, 0.53, 1.26], [0.92, -2.38, 2.08], [1.45, -1.72, -0.55], [0.00, -0.55, 2.13], [-0.90, 1.35, -1.36], [-1.12, 2.33, -0.93], [0.39, 0.15, 0.14], [0.96, -1.15, 0.22], [-0.91, 1.42, -2.45], [-1.66, 0.64, -1.03], [0.39, 0.88, -0.98]], "mulliken_charge": [-0.262, -0.364, 0.446, 0.350, -0.155, -0.665, 0.261, 0.738, -0.527, 0.237, 0.342, -0.400], "fmax_ev_per_a": 0.55, "relative_energy_ev": 2.398, "charge": 0, "smiles": "COc1ccon1", "homo_ev": -9.998}

***

# 4
{"formula": "C4H5NO2", "method": "ωB97M-V/def2-TZVPD", "elements": ["C", "H", "H", "O", "C", "C", "O", "N", "H", "H", "C", "H"], "positions_angstrom": [[0.74, 1.19, 0.06], [-1.04, 0.58, -1.23], [-0.05, -0.92, 1.28], [-1.71, 1.34, 0.36], [-0.66, -0.83, 0.36], [2.15, -0.36, -0.67], [2.80, -1.34, -0.65], [1.76, 0.82, -0.70], [-0.22, -1.58, -0.33], [-1.47, 1.67, 1.20], [-0.58, 0.60, -0.24], [-1.73, -1.16, 0.56]], "mulliken_charge": [-0.265, 0.267, 0.329, -0.530, -1.154, 0.683, -0.375, -0.348, 0.319, 0.301, 0.446, 0.328], "fmax_ev_per_a": 4.41, "relative_energy_ev": 0.459, "charge": 0, "spin_multiplicity": 3, "homo_ev": [-7.930, -10.555]}

***

# 5
{"formula": "C4H5NO2S", "method": "ωB97M-V/def2-TZVPD", "elements": ["C", "N", "H", "O", "C", "C", "S", "H", "C", "H", "H", "O", "H"], "positions_angstrom": [[-0.71, 0.45, 0.81], [-1.76, -0.27, 0.77], [1.73, 1.75, -1.10], [-1.89, -0.88, -0.55], [1.33, -0.88, -0.04], [0.55, 0.40, -0.12], [2.90, -0.56, 0.27], [0.11, 2.47, -0.22], [0.82, 1.56, -0.64], [-0.38, -1.77, -0.33], [-2.77, -1.37, -0.42], [0.57, -1.99, -0.13], [-0.50, 1.08, 1.69]], "mulliken_charge": [-0.232, -0.434, 0.367, -0.455, 0.531, 0.391, -0.294, 0.230, -0.846, 0.501, 0.387, -0.561, 0.418], "fmax_ev_per_a": 4.10, "relative_energy_ev": 4.710, "charge": 0, "smiles": "C=C(/C=N\\O)C(O)=S", "homo_ev": -8.685}

***

# 6
{"formula": "C4H5NO2S2", "method": "ωB97M-V/def2-TZVPD", "elements": ["O", "C", "N", "H", "H", "C", "C", "C", "H", "H", "S", "H", "S", "O"], "positions_angstrom": [[-4.04, 0.29, -0.18], [1.79, -0.03, 0.82], [0.31, 0.14, 0.76], [2.14, -0.65, 1.59], [2.25, -1.67, -0.22], [2.35, -0.60, -0.51], [-0.30, 0.14, -0.32], [-2.75, 0.21, 0.01], [-4.27, 1.23, -0.22], [3.26, -0.27, -0.88], [0.92, -0.45, -1.61], [2.12, 1.01, 0.93], [-1.62, 0.91, -1.13], [-2.17, -0.24, 0.96]], "mulliken_charge": [-0.455, -0.587, -0.378, 0.342, 0.221, -0.428, 0.546, 0.516, 0.366, 0.451, -0.226, 0.271, -0.199, -0.439], "fmax_ev_per_a": 5.70, "relative_energy_ev": 2.550, "charge": 0, "smiles": "O=C(O)SC1=NCCS1", "homo_ev": -8.498}